Below is a 11-piece molecular cluster, C50H115N9O2 overall, with properties calculated with ωB97M-V/def2-TZVPD.

Each atom is followed by the atoms it is bonded to, with distances in Å.
Cartesian coordinates (Å):
1 C 13.38 23.70 8.80  C2 1.525, H8 1.083, H9 1.091, H10 1.104
2 C 13.85 23.02 10.08  C1 1.525, N3 1.437, H11 1.107, H12 1.106
3 N 13.74 23.86 11.24  C2 1.437, C4 1.445, C6 1.434
4 C 12.40 24.14 11.70  N3 1.445, C5 1.506, H13 1.123, H14 1.077
5 C 12.33 25.29 12.68  C4 1.506, H15 1.071, H16 1.074, H17 1.112
6 C 14.58 23.33 12.28  N3 1.434, C7 1.552, H18 1.114, H19 1.114
7 C 14.26 21.88 12.73  C6 1.552, H20 1.097, H21 1.084, H22 1.080
8 H 13.62 23.08 7.94  C1 1.083
9 H 13.84 24.68 8.68  C1 1.091
10 H 12.29 23.89 8.80  C1 1.104
11 H 13.23 22.11 10.21  C2 1.107
12 H 14.88 22.62 10.04  C2 1.106
13 H 11.91 23.21 12.10  C4 1.123
14 H 11.83 24.43 10.84  C4 1.077
15 H 12.76 25.10 13.65  C5 1.071
16 H 11.30 25.55 12.76  C5 1.074
17 H 12.85 26.20 12.31  C5 1.112
18 H 15.60 23.32 11.84  C6 1.114
19 H 14.61 24.02 13.15  C6 1.114
20 H 15.13 21.49 13.27  C7 1.097
21 H 13.36 21.82 13.33  C7 1.084
22 H 14.17 21.20 11.89  C7 1.080
23 C 19.57 15.77 12.86  C24 1.515, H30 1.099, H31 1.087, H32 1.108
24 C 21.07 15.60 12.70  C23 1.515, N25 1.409, H33 1.100, H34 1.128
25 N 21.54 15.77 11.38  C24 1.409, C26 1.418, C28 1.486
26 C 22.94 15.99 11.31  N25 1.418, C27 1.517, H35 1.133, H36 1.078
27 C 23.45 17.37 11.69  C26 1.517, H37 1.076, H38 1.097, H39 1.097
28 C 21.16 14.70 10.43  N25 1.486, C29 1.536, H40 1.089, H41 1.097
29 C 21.28 15.13 8.95  C28 1.536, H42 1.081, H43 1.092, H44 1.074
30 H 19.21 16.67 12.33  C23 1.099
31 H 19.35 15.87 13.92  C23 1.087
32 H 18.98 14.92 12.47  C23 1.108
33 H 21.48 16.38 13.35  C24 1.100
34 H 21.34 14.61 13.16  C24 1.128
35 H 23.48 15.26 11.99  C26 1.133
36 H 23.29 15.71 10.33  C26 1.078
37 H 24.53 17.29 11.71  C27 1.076
38 H 23.15 18.13 10.96  C27 1.097
39 H 23.15 17.70 12.69  C27 1.097
40 H 20.13 14.42 10.60  C28 1.089
41 H 21.75 13.80 10.62  C28 1.097
42 H 21.05 14.31 8.29  C29 1.081
43 H 22.31 15.44 8.77  C29 1.092
44 H 20.64 15.97 8.79  C29 1.074
45 C 16.97 13.84 9.27  C46 1.497, H52 1.097, H53 1.079, H54 1.115
46 C 15.49 13.92 9.09  C45 1.497, N47 1.442, H55 1.105, H56 1.095
47 N 14.74 13.53 10.26  C46 1.442, C48 1.467, C50 1.496
48 C 15.00 12.13 10.64  N47 1.467, C49 1.536, H57 1.114, H58 1.081
49 C 14.82 11.01 9.61  C48 1.536, H59 1.087, H60 1.076, H61 1.086
50 C 13.29 13.82 10.08  N47 1.496, C51 1.518, H62 1.094, H63 1.080
51 C 12.39 13.58 11.28  C50 1.518, H64 1.071, H65 1.096, H66 1.109
52 H 17.41 14.31 8.38  C45 1.097
53 H 17.37 12.84 9.35  C45 1.079
54 H 17.33 14.40 10.17  C45 1.115
55 H 15.31 15.00 8.97  C46 1.105
56 H 15.22 13.41 8.16  C46 1.095
57 H 16.03 12.06 11.06  C48 1.114
58 H 14.34 11.93 11.47  C48 1.081
59 H 13.78 10.87 9.30  C49 1.087
60 H 15.37 11.16 8.70  C49 1.076
61 H 15.19 10.09 10.04  C49 1.086
62 H 12.95 13.25 9.21  C50 1.094
63 H 13.21 14.87 9.84  C50 1.080
64 H 12.22 12.55 11.51  C51 1.071
65 H 11.43 14.07 11.04  C51 1.096
66 H 12.86 14.04 12.18  C51 1.109
67 C 22.04 21.84 11.83  C68 1.521, H74 1.100, H75 1.095, H76 1.085
68 C 21.80 21.21 13.19  C67 1.521, N69 1.429, H77 1.102, H78 1.085
69 N 20.46 20.72 13.35  C68 1.429, C70 1.484, C72 1.454
70 C 20.46 19.39 14.00  N69 1.484, C71 1.530, H79 1.103, H80 1.093
71 C 20.97 19.43 15.45  C70 1.530, H81 1.105, H82 1.074, H83 1.129
72 C 19.60 21.74 13.92  N69 1.454, C73 1.489, H84 1.105, H85 1.126
73 C 18.13 21.56 13.74  C72 1.489, H86 1.102, H87 1.099, H88 1.097
74 H 21.38 22.71 11.66  C67 1.100
75 H 21.83 21.13 11.02  C67 1.095
76 H 23.08 22.15 11.78  C67 1.085
77 H 22.49 20.36 13.30  C68 1.102
78 H 22.05 21.99 13.89  C68 1.085
79 H 19.47 18.91 13.97  C70 1.103
80 H 21.18 18.80 13.42  C70 1.093
81 H 21.76 20.19 15.51  C71 1.105
82 H 20.26 19.69 16.21  C71 1.074
83 H 21.41 18.43 15.74  C71 1.129
84 H 19.88 22.64 13.34  C72 1.105
85 H 19.85 21.93 15.00  C72 1.126
86 H 17.84 21.50 12.68  C73 1.102
87 H 17.64 22.41 14.23  C73 1.099
88 H 17.77 20.68 14.28  C73 1.097
89 C 8.79 18.90 7.84  C90 1.517, H96 1.104, H97 1.085, H98 1.102
90 C 9.12 18.50 9.26  C89 1.517, N91 1.496, H99 1.089, H100 1.094
91 N 10.56 18.71 9.60  C90 1.496, C92 1.483, C94 1.455
92 C 10.99 20.12 9.42  N91 1.483, C93 1.528, H101 1.093, H102 1.095
93 C 10.14 21.13 10.18  C92 1.528, H103 1.117, H104 1.095, H105 1.097
94 C 11.49 17.83 8.92  N91 1.455, C95 1.528, H106 1.093, H107 1.117
95 C 12.81 17.59 9.65  C94 1.528, H108 1.108, H109 1.099, H110 1.108
96 H 8.78 20.00 7.73  C89 1.104
97 H 7.86 18.53 7.43  C89 1.085
98 H 9.57 18.52 7.15  C89 1.102
99 H 8.52 19.05 9.98  C90 1.089
100 H 8.90 17.44 9.44  C90 1.094
101 H 11.01 20.38 8.36  C92 1.093
102 H 12.04 20.21 9.74  C92 1.095
103 H 9.09 21.10 9.82  C93 1.117
104 H 10.46 22.18 10.08  C93 1.095
105 H 10.11 20.91 11.26  C93 1.097
106 H 10.98 16.88 8.78  C94 1.093
107 H 11.66 18.22 7.88  C94 1.117
108 H 13.40 16.94 8.99  C95 1.108
109 H 13.41 18.49 9.87  C95 1.099
110 H 12.66 17.09 10.63  C95 1.108
111 C 16.39 9.47 14.55  C112 1.539, H118 1.070, H119 1.110, H120 1.087
112 C 16.59 10.76 13.73  C111 1.539, N113 1.444, H121 1.112, H122 1.080
113 N 17.06 11.86 14.55  C112 1.444, C114 1.459, C116 1.425
114 C 16.42 13.12 14.20  N113 1.459, C115 1.571, H123 1.098, H124 1.083
115 C 14.90 13.17 14.57  C114 1.571, H125 1.091, H126 1.103, H127 1.104
116 C 18.48 12.00 14.56  N113 1.425, C117 1.540, H128 1.121, H129 1.103
117 C 19.01 12.61 15.87  C116 1.540, H130 1.095, H131 1.089, H132 1.107
118 H 16.13 8.59 14.01  C111 1.070
119 H 15.61 9.66 15.31  C111 1.110
120 H 17.32 9.30 15.10  C111 1.087
121 H 17.28 10.53 12.89  C112 1.112
122 H 15.68 11.12 13.27  C112 1.080
123 H 16.90 13.90 14.80  C114 1.098
124 H 16.55 13.30 13.14  C114 1.083
125 H 14.28 12.43 14.06  C115 1.091
126 H 14.86 12.95 15.65  C115 1.103
127 H 14.47 14.18 14.44  C115 1.104
128 H 18.82 12.70 13.75  C116 1.121
129 H 18.92 11.00 14.43  C116 1.103
130 H 18.54 13.56 16.12  C117 1.095
131 H 20.06 12.88 15.70  C117 1.089
132 H 18.91 11.88 16.69  C117 1.107
133 C 13.57 19.72 16.23  C134 1.560, C137 1.560, H138 1.100, H139 1.098
134 C 12.65 20.94 15.94  C133 1.560, C135 1.572, H140 1.109, H141 1.087
135 C 11.64 20.86 17.14  C134 1.572, O136 1.393, H142 1.117, H143 1.100
136 O 12.50 20.51 18.18  C135 1.393, C137 1.391
137 C 13.26 19.43 17.73  C133 1.560, O136 1.391, H144 1.112, H145 1.085
138 H 14.66 19.89 16.24  C133 1.100
139 H 13.30 18.83 15.64  C133 1.098
140 H 12.19 20.83 14.93  C134 1.109
141 H 13.24 21.85 16.00  C134 1.087
142 H 10.90 20.04 17.06  C135 1.117
143 H 11.19 21.79 17.54  C135 1.100
144 H 12.67 18.49 17.75  C137 1.112
145 H 14.18 19.25 18.27  C137 1.085
146 C 16.10 17.15 11.31  C147 1.520, C150 1.519, H151 1.084, H152 1.088
147 C 16.33 18.35 12.22  C146 1.520, C148 1.531, H153 1.077, H154 1.114
148 C 15.02 18.46 13.00  C147 1.531, O149 1.456, H155 1.078, H156 1.096
149 O 14.38 17.16 12.88  C148 1.456, C150 1.427
150 C 15.25 16.25 12.19  C146 1.519, O149 1.427, H157 1.088, H158 1.101
151 H 17.02 16.69 10.96  C146 1.084
152 H 15.50 17.42 10.45  C146 1.088
153 H 16.57 19.31 11.80  C147 1.077
154 H 17.13 18.08 12.94  C147 1.114
155 H 14.35 19.15 12.50  C148 1.078
156 H 15.12 18.76 14.05  C148 1.096
157 H 14.57 15.59 11.66  C150 1.088
158 H 15.88 15.65 12.86  C150 1.101
159 C 19.67 18.65 10.42  C160 1.458, H162 1.074, H163 1.091, H164 1.085
160 C 19.23 18.66 9.03  C159 1.458, N161 1.167
161 N 18.99 18.68 7.89  C160 1.167
162 H 20.42 19.41 10.55  C159 1.074
163 H 20.09 17.65 10.56  C159 1.091
164 H 18.91 18.92 11.14  C159 1.085
165 C 16.84 20.58 6.92  C166 1.467, H168 1.096, H169 1.081, H170 1.087
166 C 16.18 20.12 8.15  C165 1.467, N167 1.123
167 N 15.64 19.83 9.09  C166 1.123
168 H 16.93 21.68 6.95  C165 1.096
169 H 16.24 20.30 6.07  C165 1.081
170 H 17.80 20.09 6.77  C165 1.087
171 C 11.06 18.18 13.07  C172 1.422, H174 1.108, H175 1.088, H176 1.073
172 C 10.20 18.31 14.19  C171 1.422, N173 1.138
173 N 9.48 18.31 15.07  C172 1.138
174 H 11.23 19.19 12.65  C171 1.108
175 H 10.59 17.50 12.37  C171 1.088
176 H 12.00 17.69 13.28  C171 1.073

Output
LUMO energy in eV: 0.503
SMILES: CCN(CC)CC.CCN(CC)CC.CCN(CC)CC.CCN(CC)CC.CCN(CC)CC.CCN(CC)CC.C1CCOC1.C1CCOC1.CC#N.CC#N.CC#N
HOMO energy in eV: -8.197
Molecular weight in g mol⁻¹: 874.53
HOMO-LUMO gap in eV: 8.70